17
Properties=species:S:1:pos:R:3 method="wB97M-V/def2-TZVPD" orbital_gap_ev=10.237 fmax_ev_per_a=3.6
C 1.763 -0.018 -1.254
C 0.414 -0.689 -1.098
C 0.115 -0.976 0.406
C -2.233 -1.505 0.484
N -1.254 -0.673 0.630
H 1.702 0.488 -2.175
H 1.850 0.620 -0.443
H 2.452 -0.854 -1.244
H 0.189 -1.570 -1.717
H -0.433 0.017 -1.421
H 0.671 -0.301 1.054
H 0.326 -1.914 0.963
H -2.220 -2.609 -0.002
H -3.234 -1.093 0.453
H 1.262 3.821 0.888
H 0.781 2.194 1.105
O 0.635 3.131 0.863